A structure of composition C18H26N2P2RhS, computed with the ωB97M-V functional and the def2-TZVPD basis.

net charge = +3
HOMO-LUMO gap (spin up / spin down) = 7.281 / 7.282 eV
DFT total energy = -2001.44888 hartree
E_HOMO (spin up / spin down) = -19.09 / -19.09 eV
relative energy (zero: lowest compared OMol25 entry of this formula, charge and spin) = 0.376 eV

```
50
Properties=species:S:1:pos:R:3:mulliken_charge:R:1
Rh -0.860 0.566 0.542 -0.0491
C 1.561 2.783 -0.126 -1.3405
P 1.258 1.226 0.701 1.4773
C 1.752 1.425 2.413 -1.0708
C 2.174 -0.090 -0.068 0.5003
C 3.406 0.077 -0.690 -0.7441
C 4.042 -1.029 -1.249 -0.8067
C 3.447 -2.281 -1.201 -0.7050
C 2.208 -2.455 -0.587 -0.9477
C 1.575 -1.358 -0.015 0.3251
P -0.014 -1.465 0.787 1.4400
C 0.155 -1.934 2.503 -1.1156
C -1.031 -2.688 -0.022 -1.5206
H 2.557 3.108 0.191 0.5071
H 0.844 3.543 0.188 0.4863
H 1.534 2.685 -1.208 0.4807
H 2.847 1.438 2.410 0.4548
H 1.414 0.614 3.049 0.2571
H 1.385 2.372 2.810 0.4365
H 3.886 1.047 -0.746 0.4839
H 5.005 -0.909 -1.727 0.4693
H 3.939 -3.131 -1.654 0.4715
H 1.764 -3.443 -0.564 0.4581
H 0.798 -2.822 2.503 0.4637
H -0.811 -2.197 2.937 0.4365
H 0.625 -1.168 3.110 0.2335
H -0.634 -3.667 0.267 0.5484
H -0.991 -2.573 -1.102 0.4564
H -2.064 -2.636 0.328 0.4458
C -2.242 1.196 3.948 -0.9350
S -2.584 1.134 2.163 0.2127
C -3.334 2.749 1.813 -0.9513
H -3.177 1.070 4.489 0.4317
H -1.787 2.155 4.182 0.3368
H -1.569 0.377 4.187 0.3013
H -2.752 3.543 2.272 0.3487
H -4.341 2.710 2.223 0.4053
H -3.385 2.876 0.733 0.3770
N -1.866 -1.247 -6.547 -0.2509
C -1.711 -0.893 -5.465 -0.4029
C -1.508 -0.469 -4.111 0.7230
C -2.428 -0.810 -3.119 -0.5659
C -2.177 -0.424 -1.824 -0.5851
N -1.088 0.295 -1.476 0.0461
C -0.209 0.635 -2.444 -0.1782
C -0.386 0.281 -3.760 -0.8239
H -3.326 -1.363 -3.357 0.5583
H -2.879 -0.660 -1.031 0.5501
H 0.640 1.226 -2.148 0.3073
H 0.335 0.582 -4.508 0.5627
```



An isolated molecule of C18H26N4O4, computed with the ωB97M-V functional and the def2-TZVPD basis.

HOMO-LUMO gap = 8.585 eV
DFT total energy = -1221.49821 hartree
E_HOMO = -7.90 eV
relative energy (zero: lowest compared OMol25 entry of this formula, charge and spin) = 1.366 eV

```
52
Properties=species:S:1:pos:R:3:mulliken_charge:R:1
C -8.523 -1.493 -0.772 -0.8249
O -7.551 -1.765 0.208 -0.4545
C -6.378 -1.071 0.169 0.7104
C -6.050 -0.104 -0.773 -0.2699
C -4.827 0.543 -0.719 -0.7753
C -3.910 0.234 0.277 0.4395
N -2.664 0.861 0.382 -0.0435
C -2.083 1.765 -0.439 0.3775
O -2.564 2.233 -1.448 -0.6860
C -0.701 2.188 0.073 -0.5490
N -0.056 1.106 0.794 0.0070
C 0.441 0.051 -0.074 -1.3498
C 1.743 0.413 -0.813 -0.5606
N 2.758 0.852 0.129 0.1590
C 3.649 -0.036 0.695 0.4573
O 3.941 -0.009 1.876 -0.6648
N 4.181 -0.962 -0.184 0.1185
C 4.672 -0.561 -1.492 -0.5614
C 6.156 -0.173 -1.401 -0.6709
O 6.935 -1.214 -0.865 -0.4193
C 6.487 -1.560 0.430 -0.4949
C 5.021 -1.996 0.400 -0.7923
C 2.283 1.926 0.986 -0.9436
C 0.994 1.523 1.710 -0.9261
C -4.239 -0.736 1.223 -0.4796
C -5.455 -1.380 1.170 -0.6875
H -9.361 -2.151 -0.546 0.2304
H -8.152 -1.713 -1.778 0.3313
H -8.859 -0.452 -0.728 0.3330
H -6.737 0.161 -1.561 0.3707
H -4.580 1.290 -1.455 0.4837
H -2.075 0.560 1.152 0.1797
H -0.861 3.021 0.764 0.5208
H -0.135 2.573 -0.786 0.1926
H -0.332 -0.202 -0.803 0.4050
H 0.631 -0.825 0.555 0.4201
H 2.088 -0.467 -1.353 0.6083
H 1.561 1.222 -1.529 0.3103
H 4.108 0.291 -1.867 0.3812
H 4.558 -1.409 -2.175 0.3265
H 6.558 0.032 -2.394 0.3804
H 6.251 0.728 -0.774 0.3314
H 7.130 -2.373 0.769 0.3617
H 6.593 -0.700 1.108 0.3094
H 4.671 -2.193 1.413 0.4813
H 4.915 -2.895 -0.215 0.3724
H 3.064 2.148 1.714 0.5763
H 2.111 2.805 0.357 0.3722
H 0.629 2.350 2.322 0.4622
H 1.217 0.676 2.365 0.3793
H -3.533 -0.984 2.003 0.3560
H -5.718 -2.131 1.898 0.4088
```